{"formula": "C37H90N6O15Sr2", "method": "ωB97M-V with the def2-TZVPD basis set", "molar_mass_da": 1034.394, "relative_energy_kcal_mol": 4.8, "e_tot_ev": -81141.1187, "spin_multiplicity": 1, "fmax_ev_per_a": 2.87, "total_charge": 2, "gap_ev": 6.5, "homo_ha": -0.400, "elements": ["Sr", "Sr", "C", "O", "O", "O", "C", "O", "C", "C", "N", "C", "C", "O", "C", "H", "H", "H", "H", "H", "H", "H", "H", "H", "H", "H", "H", "H", "H", "H", "C", "O", "C", "C", "N", "C", "C", "O", "C", "H", "H", "H", "H", "H", "H", "H", "H", "H", "H", "H", "H", "H", "H", "H", "C", "O", "C", "C", "N", "C", "C", "O", "C", "H", "H", "H", "H", "H", "H", "H", "H", "H", "H", "H", "H", "H", "H", "H", "C", "O", "C", "C", "N", "C", "C", "O", "C", "H", "H", "H", "H", "H", "H", "H", "H", "H", "H", "H", "H", "H", "H", "H", "C", "O", "C", "C", "N", "C", "C", "O", "C", "H", "H", "H", "H", "H", "H", "H", "H", "H", "H", "H", "H", "H", "H", "H", "C", "O", "C", "C", "N", "C", "C", "O", "C", "H", "H", "H", "H", "H", "H", "H", "H", "H", "H", "H", "H", "H", "H", "H"], "positions_angstrom": [[-1.53397, -2.30781, -1.93360], [2.87772, 0.45074, -0.91945], [0.21246, -0.46313, -0.07928], [-0.84156, -1.09855, 0.29228], [1.09465, -0.09439, 0.76713], [0.39454, -0.39127, -1.35370], [-0.83206, -1.75030, 7.71626], [-0.52207, -1.61203, 6.36516], [0.59556, -2.36866, 5.99055], [1.01175, -2.02811, 4.57935], [1.00082, -0.60853, 4.27637], [2.02042, 0.16157, 4.92087], [1.89438, 1.62006, 4.52316], [0.63081, 2.11476, 4.88877], [0.57512, 3.51857, 4.79959], [-0.03216, -1.40802, 8.38469], [-1.02199, -2.81130, 7.97472], [-1.76593, -1.23443, 7.92492], [0.30475, -3.43002, 6.02714], [1.41280, -2.18010, 6.70285], [0.34543, -2.55243, 3.88964], [2.03548, -2.42864, 4.41104], [1.01488, -0.44055, 3.27890], [3.05142, -0.20911, 4.69971], [1.98802, 0.11812, 6.01567], [1.91491, 1.65958, 3.41738], [2.75491, 2.15340, 4.95123], [0.97654, 3.87353, 3.83763], [1.14573, 3.96633, 5.62156], [-0.46886, 3.81637, 4.87554], [0.09051, -3.96758, 0.42093], [-1.11250, -4.16693, -0.32762], [-2.17159, -4.73809, 0.42788], [-3.34750, -4.89370, -0.52297], [-3.78414, -3.66484, -1.22526], [-4.42089, -2.67917, -0.31346], [-4.72071, -1.40510, -1.08253], [-3.51356, -0.73735, -1.38232], [-3.82287, 0.55910, -1.85441], [0.57178, -4.93954, 0.55868], [-0.11593, -3.53957, 1.40588], [0.76284, -3.23844, -0.03143], [-2.42181, -4.07348, 1.25804], [-1.90893, -5.74816, 0.74574], [-4.15811, -5.38071, 0.03297], [-2.97408, -5.58506, -1.27802], [-4.49551, -4.01740, -1.85800], [-3.76275, -2.43072, 0.51816], [-5.30893, -3.17650, 0.08848], [-5.28518, -0.80226, -0.35976], [-5.32776, -1.59086, -1.97332], [-4.42528, 1.11612, -1.13164], [-4.36268, 0.53609, -2.80828], [-2.89699, 1.11516, -1.98338], [3.99206, -1.84050, 1.36337], [4.47432, -0.79750, 0.48583], [5.86941, -0.83519, 0.20394], [6.29687, 0.46639, -0.44926], [5.39353, 0.97664, -1.51229], [5.65604, 0.27142, -2.76063], [4.58366, 0.63760, -3.83132], [3.26838, 0.42034, -3.37117], [2.31561, 0.49771, -4.42031], [3.03659, -2.22169, 1.02074], [4.08067, -1.57224, 2.41322], [4.69540, -2.67254, 1.20704], [6.15945, -1.77217, -0.28686], [6.41291, -0.89527, 1.15888], [7.30725, 0.35085, -0.86712], [6.44020, 1.22906, 0.31443], [5.53393, 1.96995, -1.65635], [5.57954, -0.81632, -2.70095], [6.62490, 0.54491, -3.19003], [4.82377, 0.05213, -4.72672], [4.84951, 1.66167, -4.13584], [2.36652, -0.38991, -5.05364], [2.39780, 1.41681, -5.00262], [1.33949, 0.51977, -3.93601], [1.39989, 6.18162, -4.43137], [1.31424, 5.10567, -3.49526], [2.47843, 4.90338, -2.75771], [2.74739, 3.42435, -2.63454], [1.77512, 2.67628, -1.82385], [1.44668, 3.33454, -0.54220], [2.60947, 3.59821, 0.38447], [3.19840, 2.35229, 0.79783], [4.33347, 2.57702, 1.61408], [1.54578, 7.10969, -3.86599], [0.49297, 6.19342, -5.02089], [2.27820, 6.11054, -5.08428], [2.45571, 5.43848, -1.79625], [3.36636, 5.35892, -3.22920], [3.76074, 3.29330, -2.23955], [2.74862, 3.10481, -3.67653], [0.96527, 2.53956, -2.41677], [0.74302, 2.59982, -0.12797], [0.81144, 4.21814, -0.65483], [2.14820, 4.04493, 1.26975], [3.39196, 4.18872, -0.09452], [5.10867, 3.19236, 1.13539], [4.74236, 1.62609, 1.93708], [4.02321, 3.16612, 2.48626], [-3.33852, -2.74273, 5.02138], [-2.71007, -1.68446, 4.33312], [-2.95133, -1.64563, 2.95082], [-3.22188, -0.20162, 2.53055], [-1.97590, 0.50632, 2.67177], [-2.05667, 1.86544, 2.20893], [-2.88635, 2.77486, 3.07482], [-2.52016, 2.56976, 4.42207], [-3.15421, 3.47774, 5.26362], [-3.23279, -3.69035, 4.46940], [-4.42426, -2.59433, 5.10392], [-2.84986, -2.78271, 5.99076], [-3.80277, -2.28232, 2.66522], [-2.02931, -1.97404, 2.44354], [-4.02195, 0.12604, 3.20828], [-3.71394, -0.08282, 1.53608], [-1.29873, 0.03362, 2.07738], [-2.44741, 1.90881, 1.16223], [-1.06298, 2.30323, 2.06075], [-3.97224, 2.67215, 2.94342], [-2.64835, 3.83051, 2.85617], [-3.05273, 3.18032, 6.30829], [-4.24748, 3.49575, 5.12133], [-2.75193, 4.49189, 5.13446], [-3.04790, 1.97170, -7.14940], [-2.82418, 1.34535, -5.90121], [-1.55917, 0.73187, -5.80978], [-1.53103, 0.07090, -4.46167], [-2.33852, -1.16601, -4.27711], [-1.85854, -2.21212, -5.22404], [-2.64586, -3.46115, -4.90172], [-1.98626, -4.06664, -3.79984], [-2.02753, -5.50383, -3.77301], [-3.82079, 2.72620, -7.00349], [-3.49258, 1.26184, -7.86025], [-2.16466, 2.41960, -7.60386], [-0.75244, 1.47497, -5.83743], [-1.43378, 0.02585, -6.63649], [-1.86480, 0.78297, -3.70653], [-0.50956, -0.11576, -4.10687], [-3.25364, -0.86228, -4.61188], [-0.77479, -2.29592, -5.10509], [-1.97339, -1.89358, -6.26285], [-2.82830, -4.10207, -5.77050], [-3.67345, -3.21667, -4.59364], [-3.03203, -5.92019, -3.70699], [-1.39724, -5.80842, -2.94168], [-1.54313, -5.86885, -4.68286]], "atomic_forces_ev_per_a": [[0.2, 1.2, 0.9], [-1.6, 0.0, 0.8], [-1.1, -2.1, 1.6], [-0.2, 0.1, -0.2], [0.4, 0.6, -0.7], [1.1, 0.5, -2.0], [-0.3, -0.9, 0.5], [0.0, 0.4, -0.2], [-0.3, 0.1, 0.5], [0.4, 0.4, -0.7], [-0.2, -0.5, 0.3], [0.4, 0.1, 0.3], [-0.2, -0.7, -0.7], [0.3, 0.2, 0.4], [0.0, -0.2, 0.1], [0.0, 0.2, -0.1], [0.1, 0.1, -0.1], [0.1, 0.3, -0.1], [0.4, -0.1, 0.1], [0.0, -0.2, 0.0], [-0.1, 0.2, -0.1], [-0.2, -0.3, 0.2], [-0.1, 0.0, -0.1], [-0.1, 0.2, -0.2], [-0.5, -0.2, -0.1], [0.5, 0.2, 0.0], [-0.2, 0.3, 0.0], [0.0, 0.0, 0.0], [0.0, 0.2, -0.1], [0.1, -0.1, 0.0], [0.0, -0.4, 1.0], [0.6, 0.4, -0.2], [-0.6, 0.4, -0.5], [0.4, -0.2, 0.1], [0.6, -0.4, 0.7], [0.0, -0.8, -0.9], [-0.5, -0.5, 1.5], [-0.3, -0.1, -0.3], [0.3, 0.7, -0.1], [0.2, 0.1, -0.1], [-0.2, 0.0, -0.1], [-0.2, -0.2, -0.5], [0.2, -0.2, 0.2], [0.1, 0.1, 0.4], [-0.1, 0.1, -0.1], [-0.4, -0.1, -0.1], [0.0, 0.4, -0.2], [0.2, -0.1, -0.1], [-0.3, 0.6, 0.2], [-0.2, 0.2, -0.4], [0.0, 0.1, -0.1], [0.0, -0.2, 0.1], [0.0, -0.1, 0.0], [0.1, -0.1, 0.0], [1.8, -1.0, -0.7], [-0.4, 0.0, 0.0], [0.3, -0.2, 1.1], [0.6, 0.6, -0.4], [0.3, -1.0, 0.5], [-1.4, 0.2, -1.5], [2.2, 0.1, -0.1], [0.6, 0.2, -0.5], [-0.8, -0.1, 0.3], [-0.4, 0.6, 0.3], [-0.5, 0.3, 0.0], [-0.2, -0.1, 0.2], [-0.3, 0.2, -0.6], [0.0, 0.1, -0.1], [-0.1, -0.3, 0.1], [-0.4, 0.0, 0.0], [0.2, 0.0, 0.1], [0.3, 0.0, 0.8], [0.1, -0.2, 0.0], [-0.3, -0.2, 0.1], [-1.0, 0.3, 0.1], [0.2, 0.1, -0.1], [0.3, -0.1, -0.1], [0.1, -0.1, 0.0], [0.5, 0.3, 0.7], [-0.3, -0.2, -0.6], [1.0, 0.9, 0.3], [0.0, 0.5, 0.1], [1.2, 0.5, -0.6], [-1.5, -1.1, -0.5], [-0.6, -0.9, 0.1], [0.3, 0.1, -0.7], [-0.1, 0.7, 0.7], [-0.4, 0.1, -0.2], [-0.1, 0.1, 0.0], [-0.1, -0.4, 0.0], [-0.4, -0.2, 0.1], [-0.2, -0.2, -0.3], [0.0, -0.1, 0.1], [0.0, -0.6, 0.2], [-0.3, 0.1, 0.5], [0.3, 0.2, 0.7], [0.5, 0.3, -0.1], [0.5, 0.5, 0.0], [-0.1, 0.4, 0.3], [-0.1, -0.3, -0.3], [-0.1, -0.1, 0.0], [0.0, -0.3, 0.1], [0.0, 0.0, -0.6], [-0.3, -0.1, 0.0], [0.0, 0.2, -0.3], [-0.5, -0.5, 0.5], [-0.2, 0.4, -0.4], [0.2, 0.3, -1.1], [0.3, 0.7, 0.7], [-0.2, -0.5, -0.1], [-0.7, 0.3, 0.6], [0.3, -0.1, 0.2], [0.1, 0.2, 0.2], [-0.2, -0.2, 0.1], [0.1, -0.1, 0.1], [-0.2, -0.2, -0.2], [0.5, 0.4, 0.2], [0.5, -0.4, -0.2], [0.0, -0.1, 0.2], [-0.4, 0.1, 0.2], [0.2, -0.3, 0.6], [0.0, -0.3, 0.0], [-0.1, -0.1, -0.4], [0.5, -0.1, -0.1], [0.1, 0.1, -0.3], [-0.1, 0.0, 0.0], [-1.1, -0.2, -0.5], [0.3, 0.2, 0.0], [-0.4, 0.1, 0.2], [0.6, -0.3, 1.4], [0.8, 0.9, -1.2], [-0.9, 0.8, -0.1], [-0.3, 0.0, -0.3], [0.0, -0.8, 0.1], [0.8, 0.3, -0.5], [0.2, 0.1, 0.1], [0.3, -0.1, 0.0], [0.2, 0.0, 0.2], [0.0, 0.0, -0.2], [0.2, 0.0, 0.0], [-0.3, 0.2, -0.3], [0.0, -0.3, -0.4], [-0.2, -0.4, 0.3], [-0.1, -0.5, 0.2], [-0.3, -0.2, 0.0], [0.8, -0.4, 0.2], [0.1, 0.3, 0.0], [-0.1, 0.2, 0.1], [-0.2, -0.1, 0.2], [-0.2, -0.1, 0.0]]}